25
Properties=species:S:1:pos:R:3:forces:R:3 method="wB97M-V/def2-TZVPD" largest_force_ev_per_a=1.41 total_charge=0 relative_energy_kj_mol=100.1 homo_lumo_gap_ev=9.27
C -0.19930 1.43729 2.94417 -0.145 0.664 -0.360
C 0.59652 1.18188 1.67135 -0.385 -1.347 -0.119
C -0.11012 0.12717 0.81758 -0.403 0.317 -0.573
N 0.68177 -0.29839 -0.33402 -0.384 -0.294 0.402
C 1.40971 -1.50849 -0.02166 0.277 -0.823 -0.017
C 0.03891 -0.27768 -1.66392 -0.585 -0.082 0.534
C -0.82069 -1.51033 -1.95862 0.422 0.108 -0.443
C -0.77843 0.99251 -1.89478 0.434 0.183 0.469
H -1.25940 1.59288 2.72488 0.028 0.224 -0.135
H -0.19599 0.59252 3.62743 0.388 -0.070 0.107
H 0.18457 2.34068 3.42158 -0.145 -0.177 0.331
H 0.70926 2.03099 1.00489 0.170 0.430 0.330
H 1.57703 0.77718 1.92442 0.207 0.270 -0.015
H -0.47742 -0.70091 1.44146 0.317 -0.165 -0.058
H -1.00993 0.57545 0.41294 -0.259 0.193 0.262
H 1.51964 -2.20813 -0.85374 0.450 0.613 -0.429
H 0.91498 -2.19705 0.68162 -0.293 0.490 0.316
H 2.38340 -1.27489 0.40512 0.191 -0.105 -0.070
H 0.86536 -0.17724 -2.36513 0.101 -0.449 -0.239
H -1.69607 -1.52128 -1.32262 -0.242 -0.034 0.250
H -0.25937 -2.43306 -1.81424 -0.131 -0.041 -0.014
H -1.16110 -1.48748 -2.99893 0.005 -0.038 0.099
H -1.17839 0.97509 -2.90279 0.262 0.269 -0.277
H -0.09175 1.82362 -1.69832 -0.303 0.192 -0.428
H -1.64322 1.14767 -1.24867 0.022 -0.329 0.079

=====

8
Properties=species:S:1:pos:R:3:forces:R:3 method="wB97M-V/def2-TZVPD" largest_force_ev_per_a=7.87 total_charge=+1 relative_energy_kj_mol=173.9 homo_lumo_gap_ev=9.24
C -1.60014 -0.24136 -0.09304 -1.493 -0.505 0.494
N -0.60459 0.32127 -0.54501 7.362 2.628 0.941
C 0.92995 0.43590 0.12711 -6.602 -1.551 -0.969
O 1.62889 -0.51028 -0.30335 -1.256 0.798 -0.202
H -2.45691 -0.06750 -0.76824 0.005 -0.641 0.670
H -1.62270 -0.79049 0.84245 -0.403 -0.094 -0.004
H 1.18172 1.25910 0.85952 0.112 -0.613 -1.282
H 2.54377 -0.40663 -0.11946 2.274 -0.022 0.352